285
Properties=species:S:1:pos:R:3 method="wB97M-V/def2-TZVPD" e_homo_ev=-16.16 gap_ev=5.38 total_energy_ha=-4477.95257 e_lumo_ha=-0.3962 charge=+6 fmax_ev_per_a=6.1
C 1.515 1.975 -5.309
C 2.644 1.102 -5.851
C 2.250 -0.382 -6.206
N 3.338 -1.289 -6.953
C 2.956 -2.845 -6.758
C 4.042 -3.838 -7.136
C 5.383 -3.582 -6.603
C 5.851 -2.162 -6.854
C 4.740 -1.091 -6.305
C 3.406 -0.855 -8.485
H 1.217 1.809 -4.274
H 0.631 1.944 -5.946
H 1.734 3.043 -5.313
H 3.412 0.954 -5.091
H 3.128 1.483 -6.750
H 1.381 -0.470 -6.859
H 2.027 -0.974 -5.319
H 2.591 -3.038 -5.749
H 2.114 -3.010 -7.431
H 3.733 -4.829 -6.802
H 4.029 -4.015 -8.212
H 5.386 -3.650 -5.515
H 6.167 -4.270 -6.918
H 6.846 -2.144 -6.410
H 6.022 -2.016 -7.920
H 4.565 -1.205 -5.236
H 5.022 -0.071 -6.566
H 4.011 -1.545 -9.073
H 3.688 0.197 -8.443
H 2.393 -0.890 -8.887
C 5.337 -3.446 2.259
C 5.846 -2.001 2.292
C 7.146 -1.761 1.461
N 7.393 -0.228 1.169
C 7.480 0.484 2.554
C 8.830 0.086 3.297
C 10.123 0.324 2.449
C 10.066 -0.399 1.069
C 8.733 -0.116 0.310
C 6.224 0.387 0.298
H 6.080 -4.079 2.744
H 5.056 -3.766 1.255
H 4.487 -3.506 2.939
H 5.892 -1.679 3.332
H 5.057 -1.329 1.955
H 7.032 -2.123 0.439
H 8.060 -2.163 1.898
H 6.591 0.430 3.183
H 7.557 1.523 2.236
H 8.801 -0.918 3.720
H 8.947 0.796 4.116
H 11.022 0.083 3.016
H 10.172 1.399 2.280
H 10.251 -1.469 1.166
H 10.876 -0.073 0.416
H 8.579 -0.750 -0.564
H 8.807 0.858 -0.174
H 5.980 -0.260 -0.544
H 6.588 1.400 0.128
H 5.342 0.603 0.901
C -7.066 7.019 -0.282
C -5.783 6.377 -0.616
C -5.936 4.843 -0.695
N -4.613 4.126 -0.926
C -3.790 4.123 0.406
C -4.354 3.189 1.575
C -4.673 1.834 1.078
C -5.526 1.789 -0.208
C -4.860 2.622 -1.349
C -3.758 4.772 -2.052
H -7.347 6.883 0.763
H -7.952 6.610 -0.766
H -6.973 8.095 -0.435
H -5.121 6.787 0.146
H -5.410 6.795 -1.551
H -6.580 4.519 -1.513
H -6.179 4.298 0.216
H -3.502 5.135 0.691
H -2.952 3.506 0.083
H -5.274 3.568 2.019
H -3.596 3.112 2.355
H -5.334 1.386 1.821
H -3.762 1.236 1.092
H -6.519 2.203 -0.035
H -5.688 0.774 -0.570
H -5.549 2.779 -2.179
H -3.941 2.108 -1.630
H -4.416 4.682 -2.916
H -2.804 4.253 -2.154
H -3.709 5.858 -1.970
C -1.280 2.042 -2.838
C -0.543 0.929 -2.096
C -0.712 0.898 -0.570
N 0.180 -0.142 0.140
C -0.371 -0.248 1.614
C 0.475 -1.223 2.458
C 1.973 -0.872 2.413
C 2.472 -0.687 0.989
C 1.658 0.328 0.195
C 0.061 -1.522 -0.555
H -0.971 2.046 -3.883
H -1.129 3.015 -2.370
H -2.368 1.978 -2.813
H 0.525 1.026 -2.295
H -0.797 -0.024 -2.561
H -1.747 0.647 -0.335
H -0.473 1.858 -0.113
H -0.545 0.704 2.115
H -1.312 -0.786 1.496
H 0.168 -1.135 3.500
H 0.328 -2.254 2.138
H 2.073 0.115 2.865
H 2.566 -1.558 3.017
H 3.530 -0.428 0.942
H 2.404 -1.699 0.592
H 1.667 1.359 0.550
H 1.994 0.327 -0.842
H 0.437 -2.279 0.134
H 0.768 -1.430 -1.380
H -0.980 -1.632 -0.856
C -0.420 -3.056 5.982
C -1.773 -3.160 6.703
C -1.739 -4.217 7.797
N -2.197 -5.686 7.334
C -2.003 -6.591 8.582
C -2.378 -8.091 8.322
C -1.577 -8.655 7.170
C -1.624 -7.725 5.888
C -1.348 -6.178 6.145
C -3.759 -5.658 6.990
H -0.017 -4.000 5.616
H 0.304 -2.630 6.677
H -0.523 -2.311 5.193
H -2.552 -3.303 5.955
H -2.099 -2.222 7.153
H -2.396 -3.871 8.595
H -0.731 -4.246 8.210
H -0.930 -6.622 8.768
H -2.513 -6.054 9.381
H -2.136 -8.542 9.284
H -3.448 -8.235 8.171
H -0.531 -8.656 7.478
H -1.941 -9.668 7.000
H -0.927 -8.062 5.120
H -2.609 -7.805 5.430
H -0.322 -6.182 6.512
H -1.543 -5.550 5.275
H -4.306 -5.350 7.881
H -4.051 -6.686 6.773
H -4.071 -4.942 6.229
C -6.103 -3.558 -8.772
C -5.058 -2.784 -7.929
C -4.036 -3.633 -7.136
N -2.728 -2.843 -6.812
C -3.117 -1.480 -6.130
C -1.862 -0.892 -5.443
C -1.052 -1.889 -4.594
C -0.672 -3.127 -5.417
C -1.913 -3.857 -5.922
C -1.973 -2.597 -8.126
H -6.783 -2.885 -9.293
H -6.615 -4.331 -8.199
H -5.596 -4.019 -9.620
H -5.589 -2.211 -7.169
H -4.578 -2.033 -8.557
H -3.685 -4.466 -7.745
H -4.474 -4.099 -6.253
H -3.784 -1.875 -5.364
H -3.627 -0.779 -6.791
H -2.188 -0.111 -4.755
H -1.175 -0.356 -6.097
H -1.428 -2.057 -3.585
H -0.091 -1.435 -4.351
H -0.051 -3.778 -4.801
H -0.098 -2.959 -6.329
H -2.510 -4.150 -5.058
H -1.581 -4.740 -6.468
H -1.075 -2.024 -7.893
H -2.547 -1.959 -8.798
H -1.783 -3.586 -8.542
C 2.356 0.071 5.690
C 1.183 1.082 5.761
C 1.860 2.558 5.809
N 0.865 3.681 5.407
C 1.630 4.968 5.756
C 1.052 6.202 5.191
C 0.744 6.012 3.686
C -0.237 4.861 3.426
C 0.436 3.587 3.925
C -0.384 3.656 6.298
H 1.797 -0.862 5.613
H 2.762 0.157 6.698
H 3.121 0.060 4.914
H 0.576 0.874 6.642
H 0.536 0.929 4.898
H 2.730 2.572 5.152
H 2.235 2.665 6.827
H 2.654 4.842 5.404
H 1.711 5.024 6.841
H 1.824 6.952 5.368
H 0.091 6.385 5.672
H 1.604 5.887 3.029
H 0.207 6.917 3.402
H -0.461 4.790 2.361
H -1.246 5.017 3.808
H 1.397 3.329 3.479
H -0.232 2.728 3.868
H -1.061 4.430 5.935
H -0.184 3.866 7.349
H -0.872 2.687 6.197
C -2.483 -3.583 2.716
C -3.838 -2.787 2.845
C -5.073 -3.354 2.032
N -6.406 -2.732 2.345
C -7.443 -3.638 1.552
C -8.895 -2.953 1.459
C -8.881 -1.464 0.971
C -7.915 -0.569 1.811
C -6.464 -1.128 1.945
C -6.841 -2.835 3.808
H -1.750 -3.032 3.306
H -2.228 -3.648 1.658
H -2.467 -4.600 3.107
H -3.764 -1.747 2.528
H -4.124 -2.903 3.890
H -5.139 -4.407 2.305
H -4.897 -3.266 0.960
H -7.056 -3.598 0.534
H -7.490 -4.669 1.903
H -9.549 -3.486 0.769
H -9.448 -3.101 2.386
H -8.626 -1.420 -0.088
H -9.880 -1.028 0.956
H -7.915 0.412 1.336
H -8.316 -0.515 2.823
H -6.008 -1.099 0.955
H -5.825 -0.671 2.700
H -6.786 -3.893 4.067
H -7.875 -2.496 3.863
H -6.148 -2.247 4.409
C 4.108 9.863 -1.082
C 3.285 8.592 -1.085
C 4.260 7.385 -1.065
N 3.582 6.018 -0.811
C 4.631 4.849 -0.881
C 3.974 3.477 -1.031
C 2.925 3.298 -2.180
C 1.943 4.412 -1.971
C 2.513 5.872 -1.960
C 3.014 5.979 0.580
H 3.457 10.733 -0.997
H 4.816 10.000 -1.900
H 4.736 9.867 -0.191
H 2.684 8.481 -1.987
H 2.570 8.511 -0.266
H 5.049 7.474 -0.318
H 4.694 7.268 -2.058
H 5.337 4.939 -1.706
H 5.277 4.822 -0.003
H 4.804 2.798 -1.231
H 3.542 3.206 -0.068
H 3.203 3.319 -3.233
H 2.544 2.287 -2.034
H 1.218 4.353 -2.783
H 1.318 4.222 -1.098
H 2.929 6.191 -2.916
H 1.722 6.538 -1.615
H 3.791 6.337 1.255
H 2.783 4.937 0.800
H 2.101 6.574 0.608
O 1.086 -5.876 0.000
C 1.847 -4.893 0.372
O 2.820 -4.809 -0.353
O 1.658 -4.328 1.468
H 1.816 -5.843 -0.621
O 3.037 -2.273 -2.264
C 4.267 -1.765 -2.258
O 5.133 -2.358 -1.673
O 4.474 -0.678 -2.827
H 3.285 -2.910 -1.590
O -4.501 1.603 -6.787
C -3.826 2.344 -5.934
O -2.631 2.427 -6.332
O -4.300 2.762 -4.866
H -3.868 1.716 -7.499